{"formula": "C10H26FN5OP", "method": "ωB97M-V with the def2-TZVPD basis set", "elements": ["C", "P", "O", "N", "C", "C", "C", "N", "C", "N", "C", "C", "F", "N", "C", "C", "C", "N", "H", "H", "H", "H", "H", "H", "H", "H", "H", "H", "H", "H", "H", "H", "H", "H", "H", "H", "H", "H", "H", "H", "H", "H", "H", "H"], "positions_angstrom": [[-3.058091, -1.306877, -1.931286], [-1.126993, -1.306562, -1.740291], [-0.760475, -3.012424, -1.410153], [-0.570007, -0.403912, -0.373356], [-0.904651, -0.844425, 0.981956], [-0.584478, 0.176194, 2.221569], [-1.752705, 1.339439, 2.461626], [-3.055521, 0.787090, 3.000303], [0.350152, 0.726873, -0.563543], [-0.157617, 2.175295, -0.382391], [-0.583230, 2.790603, -1.690287], [-2.032931, 2.118112, -2.134157], [-2.823232, 1.708085, -0.929536], [1.679504, 0.619792, -0.920303], [2.374092, -0.711135, -1.101347], [2.522337, -1.632342, 0.246759], [4.086430, -1.840313, 0.752469], [4.822726, -0.523351, 0.865901], [-3.351680, -2.419539, -2.231083], [-3.619280, -0.913215, -0.982078], [-3.274508, -0.650002, -2.897537], [-1.129849, -3.208739, -0.497763], [-2.073341, -1.085383, 1.034257], [-0.376576, -1.879366, 1.240835], [0.479380, 0.664501, 2.210626], [-0.620893, -0.489248, 3.214793], [-2.003284, 1.950960, 1.494521], [-1.330661, 2.062887, 3.308400], [-3.088316, -0.255039, 3.003538], [-3.196418, 1.174669, 3.962235], [0.680571, 2.656795, 0.042850], [0.229556, 2.758921, -2.538593], [-0.815538, 3.938897, -1.474194], [-1.859696, 1.240592, -2.902471], [-2.665943, 2.932166, -2.701024], [2.269968, 1.488259, -1.064821], [3.450158, -0.505750, -1.546316], [1.787699, -1.315329, -1.942170], [1.911776, -1.203715, 1.149504], [2.133461, -2.719624, -0.046490], [4.011469, -2.405161, 1.798839], [4.579688, -2.603693, -0.014100], [5.293421, -0.346838, -0.065897], [4.153521, 0.271850, 1.090204]], "atomic_forces_ev_per_a": [[-0.34, -0.32, 0.03], [0.45, -1.87, -1.95], [-1.28, 2.80, 1.77], [1.45, 1.66, -0.05], [-1.11, -0.78, 2.95], [-0.95, -0.02, 1.01], [0.64, 0.34, 0.41], [1.07, 0.02, 0.44], [0.77, 1.26, -0.69], [2.62, -2.79, -0.30], [-1.64, 1.18, -0.08], [-0.06, 0.65, -0.52], [2.03, 0.76, -2.85], [-2.58, -0.59, 0.96], [0.87, -1.59, -0.93], [0.20, -0.96, -0.02], [-1.35, -0.68, -0.17], [-0.76, -0.47, -1.36], [0.63, 2.37, 0.89], [0.86, -0.80, -2.01], [0.46, -1.22, 2.30], [0.53, -0.10, -1.50], [2.41, 0.65, -0.24], [-0.82, 2.18, -0.76], [-1.87, -0.95, -0.31], [0.17, 1.38, -2.24], [0.86, -1.26, 1.79], [-0.70, -1.37, -2.08], [0.10, 1.31, 0.26], [0.08, -0.99, -1.26], [-1.32, -0.23, -0.80], [-1.69, -0.24, 1.46], [0.67, -2.57, -0.28], [-0.53, 1.37, 2.04], [1.21, -1.65, 1.34], [-1.37, -1.32, 0.18], [-2.32, -0.15, 0.99], [1.12, 1.40, 1.91], [0.97, -0.74, -1.84], [0.50, 2.44, 0.81], [0.29, 1.35, -2.24], [-0.69, 1.93, 1.70], [-0.79, 0.05, 1.66], [1.21, -1.45, -0.46]], "mulliken_charge": [-0.80, 0.01, -0.51, 1.00, -0.81, -0.60, -0.22, -0.59, -1.06, -0.07, -0.48, -0.25, -0.27, 0.05, -0.66, -0.06, -0.69, -0.57, 0.36, 0.27, 0.30, 0.34, 0.33, 0.34, 0.25, 0.37, 0.03, 0.32, 0.22, 0.28, 0.42, 0.30, 0.35, 0.19, 0.35, 0.43, 0.45, 0.18, 0.08, 0.25, 0.31, 0.31, 0.31, 0.25], "smiles": "CP(O)N(CCCN)/C(NCCF)=[NH+]\\CCCN", "charge": 1, "lumo_ha": -0.16759, "total_energy_ev": -32284.0862, "gap_ev": 7.2, "homo_ev": -11.73}

=====

{"formula": "C10H27CaN3S2", "method": "ωB97M-V with the def2-TZVPD basis set", "elements": ["Ca", "S", "S", "C", "C", "C", "N", "C", "C", "H", "H", "H", "H", "H", "H", "H", "H", "C", "H", "H", "H", "H", "H", "H", "H", "C", "C", "H", "H", "H", "H", "N", "C", "C", "N", "H", "H", "H", "H", "H", "H", "H", "H"], "positions_angstrom": [[0.191528, 0.023157, 0.296394], [-1.053877, 2.483505, 0.032256], [-0.909599, -2.513319, 0.170099], [-2.886721, 2.399115, -0.038984], [-0.657229, 2.410995, -1.769808], [-1.110461, 1.155901, -2.516560], [-0.411894, -0.071514, -2.019064], [-1.048549, -1.357262, -2.450098], [-0.534227, -2.544964, -1.637043], [0.441454, 2.507941, -1.796350], [-1.096929, 3.304002, -2.235276], [-0.861312, 1.283846, -3.581884], [-2.199845, 1.027150, -2.444551], [-0.788900, -1.529893, -3.506315], [-2.143520, -1.280358, -2.386747], [0.566728, -2.596979, -1.673175], [-0.940803, -3.482864, -2.040077], [-2.745200, -2.518888, 0.107884], [0.513943, -0.061197, -2.462624], [-3.185924, -1.679102, -0.447358], [-3.057562, -2.440093, 1.157871], [-3.109157, -3.470995, -0.299217], [-3.207121, 2.371550, 1.011350], [-3.288326, 1.508945, -0.544165], [-3.293922, 3.306402, -0.503377], [4.943410, 0.184174, -1.300432], [4.992841, 0.233085, 0.040703], [4.911940, 1.097086, -1.909832], [4.987735, -0.766717, -1.847606], [5.006238, 1.191281, 0.576369], [5.116144, -0.675312, 0.644840], [1.895505, 0.093022, 1.962468], [1.255726, -0.419726, 3.231211], [0.035513, 0.462052, 3.481059], [-1.026764, 0.027688, 2.534330], [2.302827, 1.014015, 2.168443], [2.705597, -0.467073, 1.682898], [0.953687, -1.465585, 3.066488], [1.974519, -0.404273, 4.062071], [-0.315646, 0.396421, 4.519670], [0.273787, 1.521460, 3.281741], [-1.360923, -0.910545, 2.794291], [-1.834721, 0.653880, 2.588099]], "atomic_forces_ev_per_a": [[-0.44, 0.06, 0.76], [-0.76, 0.10, -0.97], [-0.76, -0.26, -1.01], [-0.05, -0.06, 0.44], [0.12, 0.14, 0.18], [0.24, -0.13, -0.22], [-0.19, -0.03, -0.30], [0.25, 0.14, -0.23], [0.14, -0.11, 0.21], [-0.32, 0.11, -0.19], [0.24, -0.24, 0.09], [-0.28, 0.12, 0.23], [0.38, -0.09, 0.05], [-0.28, -0.12, 0.22], [0.38, 0.12, 0.05], [-0.31, -0.13, -0.17], [0.23, 0.26, 0.08], [0.00, 0.10, 0.46], [-0.27, 0.00, 0.01], [0.35, -0.24, 0.15], [-0.05, -0.10, -0.33], [0.25, 0.26, 0.12], [-0.02, 0.08, -0.33], [0.36, 0.27, 0.14], [0.28, -0.23, 0.13], [-0.06, 0.00, 0.44], [-0.02, 0.02, -0.49], [-0.01, -0.40, 0.32], [0.02, 0.42, 0.30], [0.02, -0.40, -0.25], [-0.07, 0.34, -0.28], [0.60, 0.01, 0.38], [0.47, 0.38, -0.29], [-0.30, -0.28, 0.33], [-0.18, 0.01, -0.22], [-0.17, -0.35, -0.08], [-0.12, 0.00, 0.29], [0.08, 0.28, 0.11], [-0.30, 0.05, -0.18], [0.23, -0.02, -0.20], [-0.06, -0.39, 0.08], [0.13, 0.59, 0.02], [0.26, -0.29, 0.11]], "mulliken_charge": [1.47, -0.09, -0.09, -0.83, -0.79, -0.61, -0.27, -0.63, -0.79, 0.37, 0.48, 0.38, 0.36, 0.38, 0.36, 0.37, 0.48, -0.82, 0.34, 0.20, 0.38, 0.39, 0.39, 0.20, 0.39, -0.55, -0.58, 0.27, 0.27, 0.29, 0.33, -0.73, -0.50, -0.55, -0.53, 0.23, 0.18, 0.33, 0.42, 0.41, 0.32, 0.22, 0.19], "de_lowest_kcal_mol": 0.00, "charge": 2, "lumo_ha": -0.21706, "total_energy_ev": -55375.4878, "gap_ev": 9.5, "homo_ev": -15.42}

=====

{"formula": "C10H27Cl2N2O3Pd", "method": "ωB97M-V with the def2-TZVPD basis set", "elements": ["Pd", "Cl", "Cl", "C", "C", "O", "H", "H", "H", "H", "H", "C", "C", "C", "O", "C", "N", "H", "H", "H", "H", "H", "H", "H", "H", "H", "H", "H", "C", "C", "C", "O", "C", "N", "H", "H", "H", "H", "H", "H", "H", "H", "H", "H", "H"], "positions_angstrom": [[-1.369534, -0.313939, -0.060574], [-2.543898, 0.235753, -2.270281], [-3.600797, -1.620565, 0.977085], [0.292532, -4.337566, 0.203839], [0.491460, -3.184992, -0.698136], [-0.485857, -2.229937, -0.709743], [-0.670590, -4.800197, -0.011714], [0.273130, -4.066554, 1.259433], [0.992217, -5.164187, 0.080358], [0.520049, -3.604768, -1.703647], [1.502784, -2.902964, -0.405233], [-1.795822, 3.303310, 2.328053], [-1.286979, 1.954154, 1.787156], [-1.100883, 0.803875, 2.833049], [-0.493336, -0.306785, 2.093682], [-0.141702, -1.442930, 2.864790], [-2.225852, 1.630017, 0.723247], [-1.873714, 4.126534, 1.617886], [-1.160249, 3.734356, 3.101576], [-2.726017, 3.190463, 2.884929], [-0.316262, 2.164513, 1.338208], [-2.131051, 0.493509, 3.007721], [-0.624136, 1.261732, 3.699760], [0.375705, -2.100896, 2.166610], [-1.028113, -1.992772, 3.181094], [0.438243, -1.200949, 3.755412], [-3.017642, 1.261654, 1.230670], [-2.632023, 2.435665, 0.269323], [0.774039, 2.601113, -1.391355], [0.945805, 1.053312, -1.703950], [2.387062, 0.825217, -2.133847], [2.552049, -0.555157, -2.566626], [2.131616, -0.929103, -3.840249], [0.757561, 0.421800, -0.433426], [-0.240744, 2.909234, -1.139576], [1.134507, 3.266720, -2.175649], [1.216412, 2.959157, -0.461731], [0.251096, 0.666291, -2.449400], [3.048652, 0.955790, -1.277492], [2.686072, 1.524753, -2.914453], [2.600481, -0.337736, -4.626727], [1.041874, -0.906086, -3.836217], [2.451149, -1.949142, -4.053648], [1.542539, 0.676198, 0.148973], [1.058168, -0.507893, -0.689179]], "atomic_forces_ev_per_a": [[-1.78, 0.11, -0.50], [0.77, -0.19, 0.65], [1.17, 0.70, -0.21], [-2.20, -1.87, 1.21], [1.56, 0.13, -0.75], [-0.24, -0.50, 0.52], [-0.25, 0.02, 0.18], [0.10, 0.12, -0.06], [0.47, 0.50, -0.29], [0.03, 0.06, -0.42], [0.24, 1.28, -0.40], [0.59, 0.04, 2.04], [0.57, 2.03, 0.04], [-1.63, 0.56, -2.73], [0.50, 1.61, 1.40], [-0.66, -0.54, -0.18], [-0.11, -1.91, 0.66], [-0.16, -0.51, -0.49], [0.51, -0.15, 0.11], [-0.42, -0.11, -0.41], [0.16, -0.22, -0.08], [-0.04, -0.26, 0.88], [0.56, -0.85, 0.06], [0.34, 0.10, 0.28], [-0.27, 0.10, 0.04], [0.28, 0.17, -0.20], [-0.70, -0.66, -0.23], [0.56, 0.15, -0.58], [-0.59, -0.11, -0.44], [0.95, 3.73, 0.25], [-0.43, -1.20, -1.28], [1.14, 0.64, 1.66], [-0.46, 0.04, -0.25], [-0.15, -1.92, -0.37], [-0.51, -0.51, -0.72], [-0.06, -0.17, -0.15], [1.00, -0.64, 0.09], [-0.23, 0.27, 0.17], [0.14, -0.04, -0.03], [0.07, -0.04, -0.23], [-0.29, 0.44, -0.09], [-0.15, 0.10, -0.75], [0.01, -0.10, 0.43], [-0.24, 0.61, 0.73], [-0.16, -1.01, 0.42]], "mulliken_charge": [0.51, -0.51, -0.58, -1.26, 0.05, -0.39, 0.33, 0.30, 0.37, 0.37, 0.26, -1.74, 0.89, -0.83, 0.10, -0.77, -0.34, 0.44, 0.43, 0.42, -0.17, 0.41, 0.35, 0.03, 0.30, 0.34, 0.27, 0.24, -1.59, 0.50, -0.75, -0.31, -0.69, 0.04, 0.32, 0.43, 0.37, 0.15, 0.27, 0.42, 0.33, 0.30, 0.22, 0.30, -0.10], "lumo_ha": [0.01034, -0.09659], "total_energy_ev": -48451.3305, "gap_ev": [8.4, 5.6], "homo_ev": [-8.11, -8.24], "multiplicity": 4}